A cluster of 6 separate species, C30H39Cl3N6O in total at a distorted geometry, computed with wB97M-V/def2-TZVPD.

Geometry as XYZ:
```
79
Properties=species:S:1:pos:R:3:lowdin_charge:R:1
C 4.879 -1.364 -0.138 -0.08
C 5.330 -1.234 -1.580 -0.25
C 4.230 -0.972 -2.610 -0.61
Cl 3.588 -2.502 -3.302 0.69
C 3.090 -0.050 -2.191 -0.23
C 3.545 1.273 -1.560 -0.46
O 4.512 1.878 -1.874 0.13
N 2.620 1.574 -0.562 0.10
C 1.368 0.865 -0.956 -0.13
C 1.952 -0.544 -1.309 -0.28
C 0.844 -1.336 -1.912 -0.67
Cl -0.136 -0.570 -3.135 0.73
C 0.579 -2.562 -1.567 -0.74
C 1.325 -3.381 -0.587 -0.10
Cl -0.777 -3.391 -2.300 0.68
H 5.721 -1.580 0.509 0.08
H 4.434 -0.455 0.258 0.07
H 4.162 -2.163 0.016 0.06
H 5.773 -2.187 -1.849 0.09
H 6.114 -0.490 -1.654 0.11
H 4.713 -0.481 -3.442 0.10
H 2.602 0.181 -3.143 0.15
H 2.386 2.566 -0.620 0.12
H 1.084 1.341 -1.888 0.10
H 0.616 0.821 -0.183 0.11
H 2.246 -0.897 -0.335 0.12
H 0.650 -3.913 0.067 0.06
H 1.987 -2.801 0.037 0.06
H 1.947 -4.074 -1.144 0.09
N 3.270 4.633 -1.916 0.00
C 3.239 4.771 -3.276 -0.14
C 2.548 5.917 -3.566 -0.11
C 2.151 6.497 -2.331 -0.11
C 2.613 5.683 -1.332 -0.14
H 3.714 3.876 -1.426 0.10
H 3.710 4.044 -3.916 0.11
H 2.351 6.300 -4.554 0.09
H 1.591 7.408 -2.194 0.09
H 2.532 5.760 -0.261 0.10
N -1.772 1.424 1.001 -0.02
C -1.765 0.208 1.632 -0.14
C -1.856 0.435 2.978 -0.10
C -1.925 1.843 3.166 -0.12
C -1.873 2.425 1.929 -0.12
H -1.710 1.560 0.009 0.11
H -1.697 -0.709 1.069 0.11
H -1.874 -0.323 3.744 0.09
H -2.005 2.369 4.103 0.08
H -1.899 3.458 1.629 0.11
N -3.560 0.688 -2.607 0.00
C -4.540 0.532 -3.548 -0.14
C -5.700 1.046 -3.031 -0.11
C -5.406 1.535 -1.729 -0.10
C -4.077 1.301 -1.501 -0.14
H -2.602 0.400 -2.698 0.07
H -4.329 0.069 -4.497 0.11
H -6.654 1.070 -3.530 0.09
H -6.090 2.004 -1.042 0.09
H -3.452 1.515 -0.655 0.07
N -3.687 2.184 6.581 0.00
C -4.678 2.045 5.647 -0.15
C -5.829 2.560 6.178 -0.11
C -5.520 3.034 7.483 -0.11
C -4.191 2.789 7.701 -0.15
H -2.735 1.887 6.463 0.13
H -4.478 1.592 4.691 0.10
H -6.787 2.596 5.687 0.09
H -6.196 3.500 8.179 0.09
H -3.563 2.991 8.552 0.10
N 0.029 -6.621 -0.373 0.00
C 0.227 -6.941 0.942 -0.15
C 0.581 -8.262 1.005 -0.11
C 0.600 -8.758 -0.326 -0.11
C 0.257 -7.721 -1.153 -0.14
H -0.243 -5.716 -0.715 0.08
H 0.100 -6.204 1.718 0.10
H 0.802 -8.813 1.904 0.09
H 0.838 -9.760 -0.641 0.09
H 0.156 -7.671 -2.223 0.11
```

Values from the calculation:
* lowest unoccupied orbital energy: 0.16 eV
* orbital gap: 8.44 eV
* M: 606.042 g/mol
* highest occupied orbital energy: -8.273 eV
* SMILES: CC[C@@H](Cl)[C@@H]1C(=O)NC[C@H]1/C(Cl)=C(\C)Cl.c1cc[nH]c1.c1cc[nH]c1.c1cc[nH]c1.c1cc[nH]c1.c1cc[nH]c1


An isolated molecule of C2H4N4, computed with wB97M-V/def2-TZVPD.

Geometry as XYZ:
```
10
Properties=species:S:1:pos:R:3:nbo_charge:R:1
C 0.577 -0.832 -0.959 -0.41
N -0.028 0.152 -0.082 -0.19
C -0.621 0.034 1.117 0.14
N -0.896 1.233 1.573 -0.30
N -0.456 2.090 0.627 -0.06
N 0.065 1.459 -0.364 -0.07
H 1.648 -0.629 -1.032 0.23
H 0.125 -0.777 -1.952 0.23
H 0.424 -1.827 -0.537 0.22
H -0.838 -0.904 1.609 0.22
```

Values from the calculation:
* lowest unoccupied orbital energy: 0.67 eV
* orbital gap: 11.42 eV
* M: 84.082 g/mol
* highest occupied orbital energy: -10.751 eV
* SMILES: Cn1cnnn1


A structure of composition C6H10NO4 at a distorted geometry, computed with wB97M-V/def2-TZVPD.

Geometry as XYZ:
```
21
Properties=species:S:1:pos:R:3:nbo_charge:R:1
C -0.709 -0.561 0.506 -0.01
C 1.214 -0.295 0.612 0.31
C -1.647 0.484 0.533 0.32
C 1.938 -1.525 0.116 -0.73
C 1.183 2.035 0.242 -0.26
C -2.772 0.322 -0.515 -0.14
N -1.004 -1.824 0.400 -0.16
O -2.116 -2.424 0.691 -0.63
O -1.651 1.541 1.178 -0.72
O -3.576 1.470 -0.498 -0.76
O 1.561 0.763 -0.226 -0.56
H 1.735 -1.792 -0.928 0.21
H 3.004 -1.299 0.194 0.21
H 1.734 -2.377 0.764 0.21
H 2.083 2.633 0.441 0.15
H 0.587 1.956 1.152 0.23
H 0.589 2.536 -0.528 0.18
H -2.330 0.186 -1.513 0.15
H -3.354 -0.572 -0.263 0.19
H -0.233 -2.460 0.177 0.33
H -3.151 2.010 0.206 0.49
```

Values from the calculation:
* lowest unoccupied orbital energy (alpha / beta): 3.62 / 3.06 eV
* orbital gap (alpha / beta): 5.16 / 6.78 eV
* M: 160.149 g/mol
* highest occupied orbital energy (alpha / beta): -1.545 / -3.719 eV
* net charge: -1
* 2S+1: 3
* ⟨S²⟩: 2.0260


A structure of composition C47H44AsINO2Sn at a distorted geometry, computed with wB97M-V/def2-TZVPD.

Geometry as XYZ:
```
97
Properties=species:S:1:pos:R:3:lowdin_charge:R:1
Sn 0.127 -0.025 0.089 1.10
I 0.186 -0.682 2.955 1.26
C 2.276 -0.396 2.837 -0.55
C 2.946 -0.378 4.026 -0.13
C 4.346 -0.249 4.035 -0.05
C 5.025 -0.162 2.856 -0.01
C 4.346 -0.182 1.616 -0.15
C 5.075 -0.115 0.406 -0.01
C 4.449 -0.165 -0.802 -0.04
C 3.043 -0.246 -0.847 -0.10
C 2.311 -0.288 0.305 -0.23
C 2.920 -0.284 1.581 -0.26
H 2.405 -0.470 4.958 0.10
H 4.872 -0.235 4.980 0.12
H 6.106 -0.090 2.847 0.12
H 6.153 -0.024 0.465 0.12
H 5.011 -0.117 -1.725 0.12
H 2.550 -0.267 -1.809 0.06
C 0.602 1.625 -2.718 -0.06
N -0.162 0.421 -2.339 -0.31
C 0.250 -0.741 -3.143 -0.06
C -1.605 0.673 -2.514 -0.14
C -2.499 0.162 -1.411 -0.27
C -3.872 0.070 -1.645 -0.03
C -4.738 -0.300 -0.630 -0.05
C -4.247 -0.609 0.632 -0.06
C -2.882 -0.552 0.872 -0.14
C -2.040 -0.151 -0.152 -0.28
H 0.305 1.984 -3.709 0.11
H 1.668 1.402 -2.733 0.09
H 0.434 2.411 -1.982 0.08
H -0.005 -0.599 -4.198 0.11
H -0.251 -1.640 -2.783 0.07
H 1.326 -0.891 -3.072 0.08
H -1.941 0.238 -3.460 0.14
H -1.762 1.751 -2.578 0.14
H -4.260 0.293 -2.634 0.12
H -5.801 -0.338 -0.825 0.11
H -4.921 -0.889 1.431 0.11
H -2.501 -0.806 1.854 0.06
C -1.085 2.235 6.539 -0.04
C -0.759 2.516 5.097 -0.28
C -1.760 2.553 4.132 -0.02
C -1.473 2.798 2.793 -0.22
C -2.573 2.931 1.772 -0.01
C -0.141 2.982 2.420 -0.11
C 0.878 3.005 3.373 -0.22
C 2.289 3.332 2.962 -0.02
C 0.551 2.770 4.703 -0.02
C 0.199 3.148 0.966 -0.56
O 0.330 4.220 0.432 0.13
O 0.361 2.019 0.281 -0.20
H -2.045 1.730 6.636 0.08
H -1.134 3.166 7.106 0.09
H -0.320 1.609 7.000 0.08
H -2.791 2.400 4.436 0.12
H -3.526 2.581 2.166 0.08
H -2.343 2.376 0.861 0.06
H -2.680 3.981 1.490 0.10
H 2.594 2.762 2.081 0.08
H 2.992 3.140 3.771 0.08
H 2.354 4.388 2.693 0.10
H 1.337 2.779 5.452 0.12
C -1.916 -5.450 3.708 -0.08
C -2.669 -5.246 2.562 -0.07
C -2.113 -4.607 1.464 -0.11
C -0.784 -4.190 1.490 -0.38
C -0.032 -4.406 2.640 -0.14
C -0.595 -5.028 3.745 -0.08
As -0.090 -3.196 -0.043 1.32
C 1.734 -3.844 -0.260 -0.36
C 2.177 -4.480 -1.417 -0.10
C 3.511 -4.834 -1.563 -0.07
C 4.429 -4.531 -0.569 -0.07
C 4.006 -3.861 0.570 -0.07
C 2.673 -3.518 0.719 -0.14
C -1.108 -4.088 -1.440 -0.40
C -2.096 -3.353 -2.090 -0.13
C -2.865 -3.928 -3.092 -0.07
C -2.638 -5.246 -3.457 -0.07
C -1.679 -5.998 -2.792 -0.06
C -0.930 -5.429 -1.774 -0.11
H -2.353 -5.941 4.568 0.11
H -3.694 -5.591 2.519 0.11
H -2.717 -4.447 0.579 0.10
H 1.010 -4.118 2.682 0.08
H 0.004 -5.176 4.634 0.11
H 1.483 -4.696 -2.218 0.09
H 3.833 -5.346 -2.460 0.11
H 5.470 -4.801 -0.687 0.11
H 4.717 -3.597 1.344 0.11
H 2.368 -2.980 1.609 0.07
H -2.281 -2.327 -1.794 0.07
H -3.640 -3.354 -3.583 0.11
H -3.218 -5.694 -4.254 0.11
H -1.522 -7.033 -3.066 0.11
H -0.216 -6.034 -1.228 0.11
```

Values from the calculation:
* lowest unoccupied orbital energy: -2.56 eV
* orbital gap: 8.10 eV
* M: 975.411 g/mol
* highest occupied orbital energy: -10.667 eV
* net charge: +1


A cluster of 2 separate species, C2H11N3O in total at a distorted geometry, computed with wB97M-V/def2-TZVPD.

Geometry as XYZ:
```
17
Properties=species:S:1:pos:R:3:nbo_charge:R:1
N 4.162 2.925 -2.221 -0.85
C 5.250 1.905 -2.181 -0.06
N 4.801 0.659 -1.634 -0.85
H 3.679 3.009 -1.369 0.34
H 4.519 3.853 -2.432 0.36
H 5.384 1.894 -3.243 0.18
H 6.064 2.303 -1.516 0.15
H 4.868 -0.182 -2.275 0.37
H 3.735 0.706 -1.595 0.36
N -4.669 -1.856 3.002 -0.93
C -5.395 -2.245 1.652 0.09
O -6.759 -2.630 2.108 -0.72
H -3.687 -1.898 2.959 0.37
H -5.081 -1.367 3.710 0.38
H -5.340 -1.262 1.083 0.16
H -5.023 -3.009 0.958 0.18
H -6.509 -2.807 2.995 0.47
```

Values from the calculation:
* lowest unoccupied orbital energy: 1.12 eV
* orbital gap: 10.34 eV
* M: 93.130 g/mol
* highest occupied orbital energy: -9.213 eV
* SMILES: NCN.NCO


A structure of composition C5H12O, computed with wB97M-V/def2-TZVPD.

Geometry as XYZ:
```
18
Properties=species:S:1:pos:R:3:nbo_charge:R:1
C 2.728 0.450 0.282 -0.21
O 1.464 0.689 -0.002 -0.35
C 0.500 -0.175 0.117 0.12
C -0.871 0.263 -0.297 -0.29
C -1.551 1.094 0.804 -0.60
C -1.715 -0.960 -0.665 -0.60
H 2.476 -1.065 -0.985 -0.01
H 2.941 -0.275 1.063 0.16
H 3.372 1.302 0.116 0.18
H 1.736 -1.329 -1.076 -0.04
H 0.641 -0.981 0.839 0.17
H -0.758 0.896 -1.186 0.21
H -0.947 1.972 1.058 0.21
H -2.540 1.439 0.480 0.21
H -1.681 0.498 1.715 0.20
H -1.252 -1.525 -1.481 0.22
H -1.819 -1.633 0.195 0.20
H -2.721 -0.661 -0.976 0.21
```

Values from the calculation:
* lowest unoccupied orbital energy (alpha / beta): 0.82 / 0.80 eV
* orbital gap (alpha / beta): 8.18 / 8.11 eV
* M: 88.150 g/mol
* highest occupied orbital energy (alpha / beta): -7.369 / -7.311 eV


A structure of composition C22H16AgIOS at a distorted geometry, computed with wB97M-V/def2-TZVPD.

Geometry as XYZ:
```
42
Properties=species:S:1:pos:R:3:nbo_charge:R:1
Ag -1.043 -2.115 0.282 0.69
I -1.693 -5.004 -0.606 0.11
C 0.279 -4.783 -1.458 -0.08
C 0.619 -5.559 -2.571 -0.27
C 1.925 -5.517 -3.055 -0.23
C 2.916 -4.878 -2.338 -0.17
C 2.623 -4.037 -1.239 -0.06
C 3.664 -3.516 -0.427 -0.23
C 3.302 -2.800 0.708 -0.20
C 1.958 -2.498 1.022 -0.29
C 0.972 -2.963 0.173 -0.38
C 1.271 -3.887 -0.845 -0.17
H -0.162 -6.126 -3.072 0.22
H 2.184 -6.002 -4.002 0.21
H 3.914 -4.976 -2.719 0.20
H 4.696 -3.707 -0.691 0.21
H 4.069 -2.431 1.360 0.20
H 1.689 -1.804 1.835 0.20
O -1.348 0.232 0.784 -1.01
S -1.061 1.509 -0.067 1.27
C -2.688 2.337 0.022 -0.22
C -3.056 3.207 -1.033 -0.22
C -4.254 3.883 -0.948 -0.21
C -5.105 3.738 0.134 -0.19
C -4.697 2.933 1.219 -0.20
C -3.547 2.180 1.156 -0.21
C -0.053 2.548 0.935 -0.28
C 0.641 2.016 1.976 -0.20
C 1.849 2.570 2.334 -0.19
C 2.245 3.786 1.779 -0.20
C 1.497 4.377 0.838 -0.20
C 0.333 3.792 0.410 -0.20
H -2.445 3.175 -1.962 0.23
H -4.416 4.664 -1.691 0.22
H -6.075 4.212 0.174 0.22
H -5.304 2.952 2.162 0.23
H -3.189 1.555 1.990 0.25
H 0.169 1.098 2.359 0.25
H 2.439 2.073 3.035 0.22
H 3.186 4.253 2.130 0.22
H 1.863 5.352 0.377 0.22
H -0.171 4.162 -0.472 0.22
```

Values from the calculation:
* lowest unoccupied orbital energy: 0.10 eV
* orbital gap: 7.04 eV
* M: 563.208 g/mol
* highest occupied orbital energy: -6.938 eV


A cluster of 11 separate species, C40H74N2O17 in total at a distorted geometry, computed with wB97M-V/def2-TZVPD.

Geometry as XYZ:
```
133
Properties=species:S:1:pos:R:3:lowdin_charge:R:1
C 14.415 23.194 14.515 -0.07
O 14.740 21.903 14.092 0.01
C 13.689 21.085 14.036 -0.62
O 12.561 21.343 14.260 0.15
O 14.226 19.923 13.602 0.01
C 13.250 18.869 13.716 -0.04
H 15.257 23.689 15.050 0.11
H 13.520 23.217 15.097 0.08
H 14.254 23.794 13.593 0.11
H 13.723 17.928 13.422 0.10
H 12.361 19.085 13.043 0.11
H 12.840 18.781 14.729 0.07
C 6.947 16.704 21.852 -0.07
O 7.430 15.975 20.778 -0.04
C 7.558 16.633 19.610 -0.63
O 7.531 17.815 19.481 0.15
O 7.808 15.701 18.707 0.01
C 8.063 16.163 17.339 0.00
H 6.356 16.024 22.475 0.09
H 6.295 17.565 21.571 0.11
H 7.824 17.035 22.418 0.10
H 8.023 15.304 16.707 0.07
H 8.996 16.699 17.142 0.08
H 7.228 16.869 17.109 0.11
C 15.768 15.597 21.781 -0.07
O 14.675 15.689 20.939 -0.02
C 13.451 16.054 21.354 -0.63
O 13.151 16.499 22.380 0.19
O 12.677 15.718 20.322 0.00
C 11.320 15.999 20.370 -0.06
H 15.801 16.536 22.402 0.11
H 16.634 15.564 21.173 0.08
H 15.739 14.773 22.479 0.09
H 10.901 15.466 21.257 0.11
H 10.860 15.454 19.532 0.08
H 11.031 17.062 20.362 0.11
C 10.212 12.728 17.442 -0.01
O 11.177 13.726 17.647 0.02
C 11.287 14.588 16.715 -0.68
O 10.830 14.354 15.595 0.05
O 11.957 15.641 17.069 0.01
C 12.578 16.422 16.067 -0.03
H 9.975 12.362 18.405 0.07
H 10.586 11.937 16.781 0.11
H 9.276 13.158 17.013 0.11
H 12.897 17.403 16.524 0.13
H 11.914 16.420 15.194 0.09
H 13.465 15.857 15.723 0.08
C 5.220 13.993 13.490 -0.15
C 6.610 14.004 12.867 -0.14
C 7.443 13.322 13.926 -0.18
O 6.775 13.585 15.180 -0.18
C 5.458 14.094 14.976 -0.20
H 4.805 13.037 13.309 0.10
H 4.558 14.763 13.115 0.12
H 6.952 15.033 12.743 0.11
H 6.656 13.523 11.930 0.10
H 8.462 13.687 13.937 0.11
H 7.600 12.207 13.865 0.12
H 5.339 15.099 15.341 0.11
H 4.803 13.432 15.501 0.10
C 8.171 19.112 15.210 -0.17
C 8.686 20.426 14.648 -0.17
C 9.374 20.001 13.411 -0.23
O 9.908 18.724 13.705 -0.15
C 9.046 18.026 14.626 -0.17
H 7.133 19.019 14.987 0.10
H 8.132 19.031 16.279 0.10
H 9.295 20.965 15.411 0.13
H 7.870 21.147 14.422 0.12
H 10.219 20.654 13.097 0.12
H 8.659 19.964 12.573 0.12
H 9.711 17.542 15.322 0.09
H 8.444 17.263 14.092 0.12
C 11.544 7.618 20.382 -0.16
C 10.236 7.725 19.582 -0.19
C 10.384 8.896 18.699 -0.21
O 11.155 9.766 19.524 -0.17
C 12.065 9.010 20.290 -0.23
H 12.167 6.811 19.950 0.12
H 11.378 7.282 21.408 0.11
H 9.380 7.918 20.222 0.11
H 10.001 6.767 19.166 0.10
H 9.499 9.418 18.396 0.09
H 11.101 8.583 17.770 0.17
H 12.084 9.560 21.237 0.12
H 13.087 9.061 19.868 0.12
C 8.274 11.403 21.093 -0.14
C 7.930 12.932 21.074 -0.14
C 8.079 13.370 22.557 -0.20
O 8.904 12.381 23.155 -0.11
C 8.481 11.178 22.555 -0.23
H 9.176 11.161 20.536 0.09
H 7.436 10.930 20.641 0.09
H 6.956 13.202 20.658 0.11
H 8.684 13.397 20.434 0.09
H 7.075 13.461 23.049 0.13
H 8.527 14.347 22.622 0.10
H 7.574 10.930 23.027 0.11
H 9.242 10.425 22.708 0.12
C 5.788 10.690 16.242 -0.15
C 6.373 9.466 15.502 -0.15
C 7.868 9.679 15.736 -0.19
O 7.995 10.336 16.995 -0.18
C 6.738 10.866 17.444 -0.17
H 4.738 10.414 16.467 0.12
H 5.753 11.648 15.650 0.09
H 6.083 9.596 14.449 0.11
H 5.928 8.561 15.818 0.09
H 8.234 10.327 14.903 0.11
H 8.540 8.846 15.804 0.11
H 6.872 11.947 17.662 0.12
H 6.429 10.342 18.351 0.11
N 14.512 13.398 15.463 0.02
C 14.209 13.746 16.778 -0.14
C 15.186 14.590 17.194 -0.12
C 16.095 14.794 16.142 -0.10
C 15.634 14.010 15.089 -0.17
H 14.073 12.681 14.849 0.15
H 13.456 13.224 17.359 0.12
H 15.238 15.023 18.198 0.10
H 17.051 15.334 16.112 0.10
H 16.088 13.877 14.084 0.12
N 12.092 13.091 13.405 0.01
C 11.867 11.755 13.304 -0.16
C 12.580 11.290 12.246 -0.11
C 13.230 12.413 11.629 -0.11
C 12.934 13.503 12.390 -0.14
H 11.629 13.695 14.072 0.09
H 11.180 11.236 13.927 0.10
H 12.610 10.292 11.877 0.08
H 13.940 12.275 10.819 0.09
H 13.310 14.506 12.356 0.10
```

Values from the calculation:
* lowest unoccupied orbital energy: 0.52 eV
* orbital gap: 8.56 eV
* M: 855.029 g/mol
* highest occupied orbital energy: -8.047 eV
* SMILES: c1cc[nH]c1.c1cc[nH]c1.COC(=O)OC.COC(=O)OC.COC(=O)OC.COC(=O)OC.C1CCOC1.C1CCOC1.C1CCOC1.C1CCOC1.C1CCOC1


An isolated molecule of C5H6N2S at a distorted geometry, computed with wB97M-V/def2-TZVPD.

Geometry as XYZ:
```
14
Properties=species:S:1:pos:R:3:nbo_charge:R:1
C 3.370 -0.477 0.018 -0.63
C 1.908 -0.035 -0.002 0.10
C 1.409 1.219 -0.019 -0.08
C -0.207 -0.256 0.006 0.22
C -1.558 -0.802 0.000 -0.29
H 3.636 -1.098 -0.873 0.23
H 3.942 0.439 -0.020 0.21
H 3.566 -1.065 0.888 0.23
H 1.878 2.179 0.053 0.22
H -0.632 1.834 0.105 0.44
H -1.575 -1.935 0.062 0.23
N 0.049 1.091 -0.013 -0.50
N 0.893 -0.957 -0.016 -0.41
S -2.934 0.051 -0.002 0.02
```

Values from the calculation:
* lowest unoccupied orbital energy: -0.78 eV
* orbital gap: 8.05 eV
* M: 126.184 g/mol
* highest occupied orbital energy: -8.827 eV
* SMILES: Cc1c[nH]c(C=S)n1